1.
ORCA calculation (ωB97M-V/def2-TZVPD) on C18H35CsN2P as an isolated structure.

```
57
C18H35CsN2P, DFT ωB97M-V/def2-TZVPD
C 3.275 -2.752 1.180
C 4.411 -3.049 0.182
N 5.356 -1.900 0.121
P 4.695 -0.627 -0.869
C 4.334 0.773 0.305
C 3.731 1.978 -0.461
C 2.255 1.721 -0.841
C 1.263 2.070 0.314
C 0.092 2.989 -0.151
C -1.276 2.224 -0.170
C -2.158 2.495 1.099
C -2.058 1.337 2.197
C -3.354 0.466 2.061
C -3.169 -0.403 0.805
C -4.309 -1.404 0.566
C -3.957 -2.466 -0.527
N -2.969 -1.999 -1.487
C -1.618 -1.974 -1.417
C -1.043 -1.481 -2.550
C -2.179 -1.179 -3.403
C -3.302 -1.496 -2.719
H 3.664 -2.172 2.023
H 2.487 -2.206 0.638
H 2.800 -3.663 1.564
H 4.944 -3.957 0.487
H 3.999 -3.200 -0.828
H 6.213 -2.259 -0.289
H 5.730 -0.200 -1.748
H 5.281 1.021 0.805
H 3.632 0.385 1.057
H 3.835 2.875 0.163
H 4.328 2.100 -1.375
H 2.034 2.325 -1.730
H 2.129 0.653 -1.060
H 0.847 1.136 0.709
H 1.829 2.622 1.077
H 0.246 3.440 -1.137
H 0.019 3.822 0.574
H -1.880 2.519 -1.040
H -1.144 1.139 -0.275
H -1.844 3.467 1.593
H -3.228 2.600 0.759
H -1.887 1.686 3.247
H -1.245 0.678 1.874
H -3.464 -0.165 2.955
H -4.251 1.100 1.997
H -3.100 0.211 -0.103
H -2.247 -0.984 0.945
H -4.517 -1.968 1.489
H -5.249 -0.892 0.313
H -3.556 -3.345 -0.014
H -4.869 -2.676 -1.090
H -1.020 -2.302 -0.569
H 0.010 -1.373 -2.765
H -2.073 -0.788 -4.407
H -4.319 -1.378 -3.079
Cs -2.155 4.424 3.005
```

For the HOMO energy, the calculation gives -9.582 eV. The charge is +1.

=====

2.
ORCA calculation (ωB97M-V/def2-TZVPD) on a 3-piece molecular cluster, C18H35F6O6P2 overall.

```
67
C18H35F6O6P2, DFT ωB97M-V/def2-TZVPD
C 2.350 2.004 2.637
C 2.055 3.389 2.110
O 2.178 4.372 2.789
O 1.609 3.511 0.846
C 1.961 2.540 -0.153
C 1.061 2.697 -1.370
C 0.685 1.339 -1.961
C -0.338 0.573 -1.110
C -1.761 0.675 -1.653
C -2.786 -0.110 -0.839
P -3.858 1.013 0.263
P -5.203 2.399 1.520
C -6.720 2.360 0.448
C -5.763 1.125 2.741
H 3.387 1.744 2.414
H 1.701 1.235 2.225
H 2.230 2.035 3.716
H 3.013 2.708 -0.405
H 1.866 1.527 0.243
H 0.161 3.226 -1.049
H 1.552 3.318 -2.123
H 1.594 0.741 -2.093
H 0.286 1.484 -2.968
H -0.063 -0.484 -1.036
H -0.337 0.963 -0.084
H -2.061 1.733 -1.645
H -1.750 0.351 -2.698
H -2.296 -0.848 -0.191
H -3.475 -0.651 -1.494
H -5.018 0.076 0.135
H -4.294 1.753 -0.966
H -2.730 1.966 0.420
H -3.474 0.340 1.538
H -7.319 1.460 0.600
H -6.401 2.381 -0.600
H -7.349 3.235 0.635
H -5.077 1.118 3.591
H -5.776 0.124 2.291
H -6.762 1.365 3.115
C 1.388 -3.988 -5.101
C 1.391 -3.114 -6.334
O 0.100 -2.494 -6.533
C -0.135 -1.414 -5.796
O 0.612 -0.891 -5.025
C -1.549 -0.863 -6.102
F -2.450 -1.848 -6.168
F -1.532 -0.234 -7.291
F -1.917 -0.005 -5.169
H 0.599 -4.737 -5.166
H 2.347 -4.500 -5.014
H 1.234 -3.393 -4.201
H 1.551 -3.695 -7.240
H 2.147 -2.333 -6.270
C 4.702 -1.485 7.089
C 5.351 -1.339 5.733
O 4.788 -2.274 4.782
C 3.638 -1.910 4.231
O 3.028 -0.902 4.429
C 3.181 -2.982 3.214
F 3.282 -4.215 3.725
F 3.960 -2.922 2.121
F 1.925 -2.775 2.850
H 4.794 -2.510 7.449
H 5.194 -0.822 7.801
H 3.647 -1.218 7.048
H 6.408 -1.593 5.761
H 5.235 -0.330 5.338
```

The energy above the lowest of the compared OMol25 structures with the same formula, charge and spin comes out at 0.000 eV. For the HOMO energy, the calculation gives -2.826 eV. The charge is -1.

=====

3.
ORCA calculation (ωB97M-V/def2-TZVPD) on C18H35FeN2S as an isolated structure.

```
57
C18H35FeN2S, DFT ωB97M-V/def2-TZVPD
C 1.405 2.069 -1.063
H 2.273 2.619 -0.671
H 1.712 1.757 -2.066
H 1.593 1.124 -0.322
C 0.282 3.109 -1.172
H -0.615 2.650 -1.609
H 0.008 3.465 -0.172
C 0.664 4.331 -2.026
H -0.200 4.992 -2.124
H 1.465 4.924 -1.575
H 0.975 4.060 -3.038
C -0.854 -1.834 0.145
C -1.485 -0.936 -0.765
C -0.507 -0.527 -1.750
C 0.751 -1.163 -1.393
C 0.508 -1.977 -0.228
C 1.464 -2.938 0.371
C 1.976 -1.199 -2.237
C -0.787 0.223 -3.001
C -2.935 -0.633 -0.810
C -1.543 -2.614 1.203
Fe 0.280 0.538 0.009
H 2.849 -1.500 -1.646
H 1.870 -1.916 -3.067
H 2.187 -0.219 -2.681
H 2.495 -2.714 0.073
H 1.409 -2.928 1.467
H 1.247 -3.968 0.046
H -2.443 -2.103 1.566
H -1.862 -3.598 0.824
H -0.882 -2.800 2.060
H -3.130 0.279 -1.384
H -3.499 -1.451 -1.285
H -3.341 -0.497 0.201
H 0.017 0.934 -3.227
H -0.881 -0.455 -3.862
H -1.722 0.790 -2.912
C 2.275 -0.379 3.170
N 1.084 -0.160 3.987
C 1.361 -0.009 5.423
C 0.004 0.433 3.406
S 0.184 1.451 2.015
N -1.217 0.343 3.964
C -1.472 -0.379 5.207
C -2.378 0.811 3.216
H 3.015 -0.875 3.804
H 2.679 0.570 2.792
H 2.037 -1.024 2.315
H 0.857 0.866 5.855
H 1.073 -0.916 5.973
H 2.441 0.123 5.551
H -1.138 0.196 6.082
H -2.553 -0.505 5.293
H -1.000 -1.370 5.207
H -2.213 1.839 2.873
H -2.573 0.178 2.334
H -3.237 0.771 3.889
```

The energy above the lowest of the compared OMol25 structures with the same formula, charge and spin comes out at 0.000 eV. For the HOMO energy (spin up / spin down), the calculation gives -14.461 / -15.353 eV. The charge is +2. As for the spin multiplicity: 6.

=====

4.
ORCA calculation (ωB97M-V/def2-TZVPD) on a single C18H35NO molecule.

```
55
C18H35NO, DFT ωB97M-V/def2-TZVPD
C 5.763 0.783 -5.207
C 4.624 -0.046 -5.787
C 3.789 -0.750 -4.717
C 4.561 -1.838 -3.973
C 3.673 -2.694 -3.069
C 3.105 -1.926 -1.877
C 2.305 -2.833 -0.946
C 1.744 -2.068 0.252
C 0.954 -2.956 1.163
C -0.116 -2.595 1.856
C -0.734 -1.229 1.854
C -2.071 -1.194 2.592
C -2.690 0.201 2.580
C -4.019 0.240 3.330
C -4.739 1.584 3.211
C -4.008 2.723 3.918
C -4.793 4.030 3.831
C -4.778 4.595 2.420
N -5.843 5.383 2.129
O -3.899 4.392 1.616
H 5.380 1.505 -4.489
H 6.491 0.150 -4.706
H 6.276 1.327 -5.998
H 5.031 -0.791 -6.475
H 3.968 0.611 -6.364
H 3.425 -0.004 -4.007
H 2.919 -1.205 -5.196
H 5.348 -1.385 -3.368
H 5.041 -2.490 -4.708
H 2.851 -3.108 -3.657
H 4.264 -3.534 -2.694
H 2.457 -1.123 -2.232
H 3.927 -1.470 -1.319
H 2.947 -3.643 -0.590
H 1.480 -3.285 -1.501
H 2.575 -1.631 0.816
H 1.123 -1.242 -0.099
H 1.325 -3.969 1.249
H -0.599 -3.322 2.496
H -0.045 -0.519 2.323
H -0.884 -0.892 0.824
H -2.759 -1.901 2.123
H -1.921 -1.513 3.627
H -2.853 0.518 1.547
H -1.989 0.904 3.033
H -4.671 -0.540 2.928
H -3.848 0.013 4.385
H -5.740 1.484 3.641
H -4.853 1.839 2.155
H -3.038 2.881 3.448
H -3.849 2.461 4.966
H -4.331 4.781 4.479
H -5.823 3.883 4.162
H -6.565 5.584 2.797
H -5.884 5.828 1.228
```

The SMILES is CCCCCCCC/C=C\CCCCCCCC(N)=O. The energy above the lowest of the compared OMol25 structures with the same formula, charge and spin comes out at 0.637 eV. For the HOMO energy, the calculation gives -8.987 eV. The charge is 0.

=====

| no. | E_tot (eV) |
| --- | --- |
| 1 | -32041.664 |
| 2 | -66399.878 |
| 3 | -67419.161 |
| 4 | -22772.347 |